# 1
22
Properties=species:S:1:pos:R:3:forces:R:3:nbo_charge:R:1 method="wB97M-V/def2-TZVPD" charge=0 smiles="NC(N)=O.COCCNI" lumo_energy_ev=-0.034 homo_energy_ha=-0.327 gap_ev=8.867
C -0.2513 -0.6750 0.1304 0.725 -0.619 -0.003 -0.26
O -1.0090 -0.0226 1.1263 -0.084 -0.018 -0.504 -0.52
C -2.1651 0.5642 0.5957 -1.048 0.250 0.496 -0.07
C -3.2276 -0.4728 0.1323 0.675 0.268 -0.210 -0.29
N -4.6014 -0.0132 0.4839 0.567 -0.718 -0.196 -0.74
I -5.7792 -1.6915 0.8627 -0.016 0.468 -0.167 0.24
H 0.4173 -1.3689 0.6432 0.000 0.105 -0.074 0.21
H 0.3887 -0.0041 -0.4554 -0.213 0.199 0.127 0.18
H -0.8481 -1.2696 -0.5736 -0.147 0.141 0.183 0.16
H -1.9535 1.2778 -0.2137 0.231 -0.144 -0.013 0.16
H -2.6248 1.1412 1.4054 0.116 -0.085 -0.046 0.20
H -3.0987 -0.6253 -0.9494 -0.351 -0.115 0.147 0.18
H -3.0064 -1.4343 0.5992 0.009 0.219 0.186 0.21
H -4.9636 0.3764 -0.3787 -0.458 0.054 0.087 0.36
C 3.7703 0.1195 -0.4263 -0.189 -0.263 0.027 0.77
O 3.0153 -0.8404 -0.4272 0.146 0.194 -0.028 -0.67
N 3.9116 0.9390 -1.5090 -0.021 0.072 -0.132 -0.85
N 4.5312 0.4489 0.6571 0.069 -0.002 0.120 -0.85
H 4.5231 1.7313 -1.5322 0.029 0.019 0.036 0.39
H 3.3664 0.7226 -2.3207 -0.023 -0.032 -0.029 0.41
H 4.4486 -0.1335 1.4679 -0.025 -0.034 0.026 0.41
H 5.1564 1.2302 0.6823 0.008 0.037 -0.033 0.39

=====

# 2
18
Properties=species:S:1:pos:R:3:forces:R:3:nbo_charge:R:1 method="wB97M-V/def2-TZVPD" charge=0 smiles=CC(C)N(C)N lumo_energy_ev=1.180 homo_energy_ha=-0.281 e_above_lowest_kj_mol=134.86 gap_ev=8.824
C -0.6162 0.4153 -0.1903 -0.069 -0.203 0.146 -0.05
C 1.4704 -0.5648 0.7111 0.005 0.132 -0.258 -0.43
C -1.1720 -0.9207 -0.7023 0.024 -0.074 -0.256 -0.64
C -1.2613 0.7668 1.1567 0.161 0.152 0.063 -0.61
N 0.8623 0.4974 -0.0967 -0.055 0.504 0.487 -0.30
N 1.4410 0.4622 -1.4287 0.106 -0.484 -0.682 -0.70
H -0.9433 1.1976 -0.8898 0.347 -0.069 -0.001 0.19
H 1.0992 1.2507 -1.9841 -0.125 -0.125 0.572 0.35
H 2.4532 0.6102 -1.3790 -0.441 -0.030 0.444 0.35
H 1.3094 -1.5649 0.2943 0.015 -0.068 -0.063 0.17
H 1.0926 -0.5471 1.7380 -0.119 0.151 -0.265 0.21
H 2.5534 -0.4067 0.7852 -0.195 0.100 -0.137 0.20
H -0.7296 -1.2000 -1.6640 0.030 0.062 0.168 0.22
H -0.9966 -1.7366 0.0065 0.000 0.129 -0.037 0.20
H -2.2549 -0.8459 -0.8529 0.142 0.040 0.079 0.21
H -1.1444 -0.0371 1.8911 0.002 0.065 -0.109 0.20
H -2.3353 0.9426 1.0286 0.166 -0.122 -0.048 0.21
H -0.8278 1.6812 1.5766 0.007 -0.160 -0.103 0.22

=====

# 3
18
Properties=species:S:1:pos:R:3:forces:R:3:nbo_charge:R:1 method="wB97M-V/def2-TZVPD" charge=0 smiles=CC[C@H](N)CN lumo_energy_ev=1.183 homo_energy_ha=-0.322 e_above_lowest_kj_mol=102.81 gap_ev=9.955
N -0.6721 -1.2418 -0.7083 -1.025 1.001 0.122 -0.88
C -1.6154 1.2576 1.2600 -1.899 0.261 -0.890 -0.61
C -0.4178 0.3194 1.2558 -1.328 0.470 0.473 -0.42
C -0.0646 -0.0003 -0.1804 1.316 -2.503 -0.593 -0.05
C 1.4723 -0.1310 -0.3522 0.333 2.424 -1.462 -0.23
N 1.8794 -0.4295 -1.7556 0.376 -1.443 0.186 -0.84
H -0.8743 -2.0499 -0.1507 0.360 0.124 0.423 0.37
H -0.3418 -1.4665 -1.6247 -0.053 -0.339 -0.061 0.35
H -1.5053 2.0961 0.5510 0.450 0.146 0.741 0.20
H -2.5174 0.7889 0.7844 0.736 -0.231 0.495 0.21
H -1.9849 1.5864 2.2444 0.531 0.076 -0.292 0.21
H -0.7476 -0.5262 1.8992 0.764 0.026 -0.695 0.21
H 0.4166 0.8253 1.7402 0.149 -0.137 0.041 0.21
H -0.3964 0.7932 -0.8678 0.118 0.000 0.380 0.19
H 1.8674 0.9178 -0.3394 -0.168 -0.677 1.278 0.19
H 1.9968 -0.7779 0.3613 -0.416 0.135 -0.046 0.19
H 2.4075 -1.3057 -1.7636 -0.014 0.386 -0.042 0.35
H 1.0977 -0.6560 -2.3535 -0.231 0.280 -0.057 0.34

=====

# 4
18
Properties=species:S:1:pos:R:3:forces:R:3:nbo_charge:R:1 method="wB97M-V/def2-TZVPD" charge=0 smiles=C[C@@H](N)CCN lumo_energy_ev=1.181 homo_energy_ha=-0.325 e_above_lowest_kj_mol=78.46 gap_ev=10.037
C -1.0019 -1.6707 0.9079 -1.829 0.847 -0.516 -0.63
C -0.2789 -0.3426 0.6367 -0.397 -1.461 -0.209 -0.05
C 0.0646 -0.3300 -0.9050 1.074 1.650 1.442 -0.41
C 0.6824 1.0584 -1.1909 1.879 -0.100 -0.121 -0.22
N -0.0275 2.2308 -0.6899 -1.661 -1.183 -0.238 -0.84
N 0.9245 -0.1909 1.4559 0.855 -0.343 -1.497 -0.85
H -1.9457 -1.5084 0.3619 -0.087 -0.471 0.098 0.20
H -0.5979 -2.5860 0.4754 0.562 0.151 0.210 0.20
H -1.3235 -1.8079 1.9421 0.426 -0.082 0.084 0.21
H -0.9721 0.4731 0.8283 0.100 0.069 0.165 0.20
H -0.7161 -0.6052 -1.6148 -0.411 0.042 0.495 0.21
H 0.8975 -1.0288 -1.0527 -0.198 -0.095 -0.091 0.20
H 1.6165 1.0304 -0.6192 0.047 0.056 -0.202 0.20
H 0.9885 1.1126 -2.2491 -0.289 0.097 0.048 0.16
H 0.3440 3.1334 -0.9320 0.398 -0.092 -0.300 0.37
H -0.9574 2.1481 -1.0991 -0.034 0.643 0.229 0.34
H 1.4341 -1.0551 1.2939 0.346 0.191 0.305 0.34
H 0.8688 -0.0611 2.4506 -0.782 0.079 0.097 0.37

=====

# 5
18
Properties=species:S:1:pos:R:3:forces:R:3:nbo_charge:R:1 method="wB97M-V/def2-TZVPD" charge=0 smiles=CNCCCN lumo_energy_ev=1.242 homo_energy_ha=-0.305 e_above_lowest_kj_mol=146.46 gap_ev=9.552
C -2.3395 1.6440 -0.0414 0.823 -0.040 0.756 -0.41
N -1.1532 0.8981 0.4128 -0.087 0.536 -1.944 -0.65
C -0.6774 0.0697 -0.6957 1.940 0.607 0.237 -0.23
C 0.9085 -0.0484 -0.5637 -1.567 -0.468 1.494 -0.41
C 1.2330 -1.3222 0.2815 1.136 0.407 0.036 -0.22
N 2.5688 -1.1863 0.8127 1.451 -0.713 -0.876 -0.89
H -1.9686 2.5935 -0.4384 -0.307 0.102 0.102 0.19
H -2.8337 1.1391 -0.8568 -0.402 -0.346 -0.228 0.17
H -3.0591 1.8152 0.7446 -0.138 0.184 0.295 0.20
H -1.1392 0.3605 1.2459 -0.839 -0.165 0.772 0.36
H -0.8453 0.5833 -1.6516 -0.343 -0.069 0.343 0.19
H -1.2232 -0.9004 -0.7025 0.589 0.235 -0.297 0.17
H 1.3323 0.8627 0.0313 -0.961 -1.614 -1.263 0.23
H 1.3586 -0.0968 -1.5521 0.256 -0.078 0.036 0.20
H 1.2205 -2.2918 -0.2234 -0.316 0.346 -0.736 0.19
H 0.5414 -1.5156 1.1036 -0.282 0.587 0.077 0.18
H 2.7385 -0.9220 1.7536 -0.022 -0.007 0.454 0.37
H 3.3377 -1.6826 0.3394 -0.931 0.497 0.740 0.37

=====

# 6
18
Properties=species:S:1:pos:R:3:forces:R:3:nbo_charge:R:1 method="wB97M-V/def2-TZVPD" charge=0 lumo_energy_ev=-2.687 homo_energy_ha=-0.280 e_above_lowest_kj_mol=665.22 gap_ev=4.945
C 1.9911 -2.1375 1.9668 0.636 -0.513 1.392 -0.48
N 1.2814 -0.9260 1.7390 -0.276 0.103 -0.460 -0.28
C 0.1902 -1.1007 0.9151 0.023 -0.170 -0.909 -0.28
C -0.0427 0.2581 0.2121 0.294 1.455 -0.430 -0.26
N -1.1373 0.4386 -0.5971 0.224 -2.136 0.316 -0.47
C -1.5469 2.5773 -2.4499 0.895 1.301 0.478 -0.85
H 2.4768 -2.6309 1.1131 -0.330 0.346 -0.396 0.22
H 1.3628 -2.9142 2.4350 -0.231 0.057 -0.259 0.20
H 2.7810 -1.9760 2.7051 0.075 0.200 -0.180 0.21
H 0.3912 -1.9238 0.2093 -0.586 -0.157 -0.098 0.17
H -0.8327 -1.2193 1.3522 0.176 -0.274 0.292 0.20
H -2.5280 3.0424 -2.4381 -0.157 -0.222 -0.357 0.21
H 0.0029 0.9196 1.1032 0.039 0.048 -0.001 0.25
H 0.7511 0.6407 -0.4766 0.681 0.150 0.891 0.23
H -1.6472 -0.4506 -0.5944 -0.648 0.218 0.315 0.31
H -1.4687 1.6028 -2.9071 -0.254 -0.039 -0.098 0.22
H -0.8143 3.2768 -2.8654 -0.304 -0.058 -0.581 0.20
H -1.2109 2.5227 -1.4224 -0.257 -0.310 0.086 0.22